A structure of composition C28H32BiN7O2Se. Source: the OMol25 dataset; level of theory: ωB97M-V/def2-TZVPD.

```
71
Properties=species:S:1:pos:R:3:forces:R:3
Bi -0.64515 0.65739 -0.13396 -0.02 0.04 0.03
C 0.46227 -1.36034 -2.50373 -0.03 -0.02 -0.02
C 1.46990 -0.41978 -3.16254 0.04 0.00 -0.07
C 1.08885 1.02398 -3.37654 0.05 -0.02 0.02
C 1.21504 1.59122 -4.63813 0.02 0.03 0.01
C 0.99013 2.94818 -4.80170 0.00 0.00 0.02
C 0.65121 3.70669 -3.69290 0.02 -0.02 0.00
C 0.51814 3.06186 -2.47734 -0.03 0.08 0.00
N 0.71885 1.75024 -2.31441 -0.13 -0.13 -0.01
N 0.45353 -1.41961 -1.01247 -0.02 0.05 0.05
C -0.35761 -2.59159 -0.60182 0.02 -0.02 0.02
C -1.81935 -2.44720 -0.92772 0.03 -0.07 0.00
C -2.57395 -3.51291 -1.38717 -0.04 0.03 0.00
C -3.93716 -3.33106 -1.57197 0.03 0.01 0.01
C -4.49731 -2.09467 -1.29093 -0.01 0.00 0.00
C -3.66865 -1.08183 -0.84375 -0.03 0.01 0.00
N -2.35768 -1.25411 -0.67082 0.03 0.02 -0.02
C 1.80798 -1.57703 -0.45484 0.07 -0.06 0.02
C 2.45140 -0.29250 -0.01496 0.01 0.01 0.00
C 3.83040 -0.22097 0.10792 -0.03 -0.01 -0.01
C 4.40829 0.91993 0.63074 0.01 0.02 0.02
C 3.59024 1.97428 1.01255 -0.03 -0.01 -0.02
C 2.23057 1.84254 0.84350 0.06 0.00 -0.02
N 1.67004 0.73030 0.34278 -0.01 0.04 0.06
H 0.68220 -2.37537 -2.85291 -0.01 0.01 -0.01
H -0.55369 -1.12755 -2.83285 0.02 0.02 -0.01
H 1.68907 -0.85025 -4.14030 -0.02 0.01 0.01
H 2.42232 -0.44263 -2.62601 -0.01 0.00 -0.01
H 1.50393 0.97639 -5.47926 0.01 -0.01 -0.01
H 1.09175 3.40776 -5.77528 0.00 0.00 -0.02
H 0.49631 4.77367 -3.76203 -0.01 0.01 0.00
H 0.24851 3.61792 -1.58519 -0.02 0.00 0.00
H -0.24913 -2.70137 0.47910 -0.02 0.00 -0.02
H 0.04422 -3.49708 -1.06848 0.00 0.01 0.01
H -2.10605 -4.46634 -1.59021 0.01 -0.01 0.00
H -4.55321 -4.14518 -1.92814 -0.01 -0.01 -0.01
H -5.55555 -1.91679 -1.41382 -0.01 0.00 0.00
H -4.06076 -0.10456 -0.58865 -0.01 0.01 0.00
H 2.45901 -2.10133 -1.15952 -0.01 0.00 -0.01
H 1.73559 -2.18571 0.44653 0.02 0.00 -0.03
H 4.43592 -1.06546 -0.19232 0.01 -0.01 0.00
H 5.48189 0.98816 0.74170 0.01 0.00 0.00
H 3.99404 2.88535 1.42843 0.01 0.01 0.00
H 1.56196 2.64707 1.11174 0.03 -0.01 0.03
O 1.09448 -1.50529 2.44794 0.02 0.01 0.03
C 0.00126 -1.07294 2.72158 -0.04 -0.04 0.06
C -0.76802 -1.28596 4.01406 0.02 -0.05 -0.02
C -2.10074 -0.56569 3.80267 -0.01 0.07 -0.01
C -1.99952 -0.02427 2.39627 -0.04 -0.05 0.06
O -2.83496 0.60742 1.76240 -0.02 -0.04 -0.03
N -0.78385 -0.32330 1.85618 0.09 -0.01 -0.09
H -0.17838 -0.89913 4.84397 -0.01 0.01 0.00
H -0.87370 -2.35907 4.17162 -0.01 0.01 0.03
H -2.24913 0.27089 4.48592 -0.01 -0.02 0.02
H -2.97744 -1.20673 3.88491 0.01 -0.02 0.01
C -3.22102 3.18417 -1.29096 -0.03 -0.01 0.07
N -3.60680 3.24901 0.11025 0.05 0.03 -0.01
C -4.91403 3.31696 0.54755 -0.03 0.01 0.06
C -4.87257 3.45927 1.88792 -0.04 0.00 -0.05
N -3.54672 3.47969 2.25365 -0.02 0.02 -0.05
C -3.07096 3.58626 3.62671 -0.04 0.02 -0.10
C -2.77747 3.33450 1.16564 0.02 0.10 0.05
Se -0.90324 3.31975 1.18690 0.03 -0.02 -0.07
H -3.72371 3.97708 -1.84036 0.00 -0.01 -0.03
H -3.49731 2.21841 -1.71325 0.00 0.00 -0.03
H -2.14721 3.33217 -1.35740 0.03 0.02 -0.03
H -5.74563 3.28350 -0.13259 -0.02 0.00 -0.01
H -5.66145 3.56243 2.61022 -0.03 0.00 0.00
H -3.87735 3.99476 4.22871 0.02 -0.02 0.04
H -2.21465 4.25305 3.66309 0.01 -0.03 0.04
H -2.79648 2.59845 3.98848 0.05 0.00 0.06
```
Forces are in eV/Å.

Summary:
HOMO-LUMO gap: 8.416 eV
LUMO: -4.943 eV
total charge: +2
HOMO: -0.491 Eh
maximum force: 0.18 eV/Å
2S+1: 1